DFT (the ωB97M-V functional and the def2-TZVPD basis) results for a structure of composition C11H15NO.

Computed properties:
HOMO level ... -8.10 eV
LUMO ... 0.74 eV
Calculated total energy ... -557.95419 a.u.

Geometry as ORCA input:
```
! RIJCOSX wB97M-V def2-TZVPD def2/J DEFGRID3
* xyz 0 1
C 1.29652 1.22536 -3.67869
C 1.40415 -0.07933 -1.75432
C 2.16964 -0.78274 -0.78864
C 1.81911 -0.92288 0.56646
C 0.58570 -0.54795 0.95514
C 0.20971 -0.59141 2.44483
C -1.33586 -0.84854 2.35910
C -1.88860 0.48375 1.79685
C -1.77596 0.48524 0.24807
C -0.35894 -0.11787 -0.05500
C 0.07970 0.12182 -1.45469
H 1.18064 2.27385 -3.14760
H 1.82425 1.43911 -4.62100
H 0.31405 0.74323 -3.91061
H 3.21516 -1.09523 -1.09702
H 2.40639 -1.42228 1.32201
H 0.53423 0.65034 2.81132
H 0.96604 -1.41969 2.83487
H -1.95709 -0.98249 3.35644
H -1.40886 -1.73732 1.69865
H -1.32900 1.29966 2.32465
H -3.84111 0.13842 1.27196
H -3.37873 1.85376 2.45449
H -1.92309 1.39564 -0.36293
H -2.33357 -0.32567 -0.11528
H -0.74721 0.50889 -2.17360
N -3.30224 0.52586 2.34757
O 2.04532 0.30576 -2.86426
*
```

Atom charges from the Mulliken analysis, given in e for atoms 1 to 2: atom 1 (C): -0.644, atom 2 (C): 0.845


DFT (the ωB97M-V functional and the def2-TZVPD basis) results for an isolated molecule of C11H15OP.

Computed properties:
HOMO level ... -7.89 eV
LUMO ... 0.75 eV
SMILES ... C=C1[C@]2(C)[C@@]1(C)CP1/C(=C/O)[C@@]12C
Calculated total energy ... -844.56696 a.u.

Geometry as ORCA input:
```
! RIJCOSX wB97M-V def2-TZVPD def2/J DEFGRID3
* xyz 0 1
C 0.76882 1.48720 1.62467
C 0.20390 0.92485 0.60017
C 0.29357 -0.21891 -0.34809
C 1.45198 -0.41500 -1.28935
C -0.71468 1.03753 -0.52654
C -0.30503 2.14163 -1.62032
C -2.19070 0.72812 -0.53397
P -2.34133 -1.13698 0.06162
C -1.27775 -1.15079 1.47202
C -1.31025 -0.84282 2.78517
O -0.16811 -0.82419 3.53954
C -0.45055 -1.38128 0.30287
C 0.21649 -2.73778 0.14355
H 0.55944 2.46883 2.04101
H 1.35893 0.88922 2.21016
H 1.88899 0.56739 -1.71625
H 0.92879 -0.85116 -2.18421
H 2.20467 -1.06143 -0.86774
H 0.77677 2.27718 -1.59186
H -0.84134 3.01660 -1.44425
H -0.49552 1.71477 -2.61328
H -2.91869 1.39915 0.01615
H -2.43737 0.58839 -1.55113
H -2.22976 -0.53645 3.33855
H 0.59061 -1.04732 2.90144
H -0.39324 -3.40951 0.60749
H 1.29263 -2.93933 0.50910
H 0.39540 -3.07081 -0.84806
*
```

Atom charges from the Mulliken analysis, given in e for atoms 1 to 2: atom 1 (C): -1.056, atom 2 (C): -0.221


DFT (the ωB97M-V functional and the def2-TZVPD basis) results for a structure of composition C11H16AlF9O11S3.

Computed properties:
HOMO level ... -9.04 eV
LUMO ... 0.43 eV
Calculated total energy ... -3591.67503 a.u.

Geometry as ORCA input:
```
! RIJCOSX wB97M-V def2-TZVPD def2/J DEFGRID3
* xyz 0 1
Al -0.17126 0.10031 0.01412
C 3.44576 -0.69211 2.16093
F 4.39721 0.20729 1.89784
F 3.62999 -1.74572 1.30972
F 3.54396 -1.08711 3.41762
S 1.72667 0.09594 1.82938
O 0.61531 -0.83499 1.83156
O 1.63976 1.11432 2.82822
O 1.75651 0.67133 0.43054
C -2.52677 -1.39875 -3.06420
F -2.23623 -1.98011 -4.22743
F -2.66167 -0.10730 -3.17429
F -3.64966 -1.92516 -2.60302
S -1.11051 -1.69291 -1.75813
O -1.63761 -1.23661 -0.44272
O -0.69583 -3.09558 -1.83419
O 0.01197 -0.81954 -2.07467
C -4.07740 0.91450 -1.40393
F -4.02733 -0.44208 -1.60778
F -4.12883 1.50624 -2.56011
F -5.10368 1.18759 -0.61856
S -2.48142 1.51125 -0.53053
O -2.65926 2.92307 -0.21070
O -2.23902 0.62839 0.62500
O -1.30205 1.18910 -1.33287
C 1.77491 -3.51041 0.69611
C 0.47028 -3.33015 1.40411
C -0.34155 -2.77999 0.21592
O 0.50368 -1.78899 -0.27528
C 1.85225 -2.34001 -0.28828
H 1.78895 -4.52057 0.28684
H 2.56572 -3.54139 1.44560
H 0.56623 -2.56153 2.17099
H 0.00913 -4.24849 1.76756
H -1.32339 -2.40185 0.50070
H -0.56965 -3.56797 -0.50182
H 2.54447 -1.54176 -0.02047
H 2.11828 -2.60136 -1.31250
C 0.52859 4.21236 -0.21183
C 1.13562 3.91713 1.12094
C 1.21643 2.40365 1.10710
O 0.23901 1.94692 0.20595
C -0.34963 3.04662 -0.49148
H 1.25082 4.32831 -1.01993
H -0.07546 5.11950 -0.19414
H 0.44434 4.25433 1.89330
H 2.09189 4.36954 1.38358
H 1.12178 1.99107 2.11155
H 2.21988 2.14752 0.76716
H -1.36181 3.19759 -0.11625
H -0.47936 2.80856 -1.54722
*
```

Atom charges from the Mulliken analysis, given in e for atoms 1 to 2: atom 1 (Al): 0.100, atom 2 (C): 0.766


DFT (the ωB97M-V functional and the def2-TZVPD basis) results for a structure of composition C11H16AlF9O11S3.

Computed properties:
HOMO level ... -10.10 eV
LUMO ... -6.37 eV
Calculated total energy ... -3591.92979 a.u.

Geometry as ORCA input:
```
! RIJCOSX wB97M-V def2-TZVPD def2/J DEFGRID3
* xyz 0 1
Al -1.23147 0.08457 -1.37958
C -2.02616 1.67024 3.65098
F -2.80157 2.58468 3.08279
F -0.80468 2.16680 3.82356
F -2.53161 1.31363 4.82674
S -1.89009 0.16875 2.59515
O -1.39225 0.64605 1.32256
O -0.94031 -0.67628 3.31205
O -3.19384 -0.44077 2.51661
C -2.96971 -4.05412 1.13023
F -3.60865 -3.97710 -0.03724
F -3.69231 -3.46874 2.06698
F -2.77456 -5.32980 1.43188
S -1.33242 -3.22391 0.98531
O -0.95508 -2.89675 2.35405
O -0.43767 -4.19500 0.41085
O -1.58629 -2.07213 0.14299
C 3.38982 -0.47991 1.20018
F 4.04932 -0.41057 2.34709
F 3.89648 0.41870 0.34970
F 3.52086 -1.68648 0.66345
S 1.61720 -0.12050 1.49333
O 0.99687 -0.27364 0.19041
O 1.21283 -1.15063 2.43716
O 1.56530 1.20971 2.03738
C -1.49945 4.98378 -0.34398
C -0.50845 4.55520 0.74030
C 0.13126 3.27723 0.19786
O -0.81142 2.78332 -0.76472
C -1.29967 3.92265 -1.44547
H -1.37036 5.99947 -0.71710
H -2.53731 4.93760 -0.01127
H -0.99933 4.33345 1.68996
H 0.24004 5.30341 1.00787
H 0.33828 2.52816 0.95836
H 1.10625 3.42120 -0.29094
H -2.23273 3.65080 -1.93782
H -0.60385 4.27883 -2.21468
C 2.47042 -2.18062 -3.96262
C 2.72157 -2.69165 -2.52073
C 1.34656 -2.66081 -1.87635
O 0.63939 -1.61623 -2.54585
C 1.05219 -1.61077 -3.91099
H 2.48444 -3.01892 -4.65690
H 3.21091 -1.44109 -4.25376
H 3.41242 -2.04506 -1.98658
H 3.14084 -3.69493 -2.57730
H 1.40530 -2.42555 -0.81663
H 0.79009 -3.60338 -1.90927
H 0.95916 -0.59684 -4.30776
H 0.33347 -2.19604 -4.49825
*
```

Atom charges from the Mulliken analysis, given in e for atoms 1 to 2: atom 1 (Al): 0.881, atom 2 (C): 0.519


DFT (the ωB97M-V functional and the def2-TZVPD basis) results for a structure of composition C11H16BiN2O5.

Computed properties:
HOMO level ... -18.90 eV
LUMO ... -13.33 eV
Calculated total energy ... -1127.76691 a.u.

Geometry as ORCA input:
```
! RIJCOSX wB97M-V def2-TZVPD def2/J DEFGRID3
* xyz 3 1
Bi -0.85488 -1.22311 -0.24232
O -3.21288 -1.12410 2.80537
C -2.56049 -1.25917 1.86797
C -0.01526 -2.17517 -2.08602
O 0.66433 -2.29530 -3.01769
C -2.73071 -0.50275 -1.50733
O -3.45403 0.13581 -2.14690
C 0.42435 -2.89910 1.05479
O 1.22802 -3.46197 1.65992
C -3.24512 -4.47199 -0.27064
H -2.89534 -4.80333 0.72527
H -4.16077 -3.85195 -0.29704
C -2.48568 -4.63021 -1.35859
H -2.75564 -4.17593 -2.33489
H -1.49478 -5.12881 -1.31739
C -0.28398 1.13889 2.15540
N 0.71177 1.88889 1.37461
C 1.29463 3.05816 2.05071
C 1.00850 1.51761 0.11264
O 0.36617 0.49188 -0.33656
N 1.87372 2.02600 -0.79589
C 2.75795 3.17684 -0.63244
C 2.00935 1.41124 -2.11921
H -0.36411 1.57747 3.15071
H 0.00986 0.09932 2.28957
H -1.27249 1.20286 1.70389
H 2.37907 2.93134 2.18356
H 1.06914 3.97389 1.48724
H 0.84259 3.15750 3.04774
H 3.79986 2.87135 -0.81549
H 2.51061 3.94432 -1.38289
H 2.67779 3.60747 0.36880
H 1.34415 0.56193 -2.21376
H 1.77519 2.14300 -2.89184
H 3.03912 1.08713 -2.27130
*
```

Atom charges from the Mulliken analysis, given in e for atoms 1 to 2: atom 1 (Bi): 1.731, atom 2 (O): -0.055


DFT (the ωB97M-V functional and the def2-TZVPD basis) results for a structure of composition C11H16Br2O.

Computed properties:
HOMO level ... -8.01 eV
LUMO ... 0.36 eV
Calculated total energy ... -5651.89363 a.u.

Geometry as ORCA input:
```
! RIJCOSX wB97M-V def2-TZVPD def2/J DEFGRID3
* xyz 0 1
C -0.54292 -0.34418 0.91796
C 0.48516 0.28792 0.88060
C -1.75937 -1.01783 0.87332
C -2.40119 -1.44803 -0.42696
C -3.05096 -0.09558 -0.25954
C -1.47078 -1.56790 -1.62125
C -3.33236 -2.64330 -0.32737
C 3.38403 2.10490 -0.77866
C 2.67290 0.62127 1.91302
C 2.26416 1.09406 -0.56529
C 1.67914 1.13134 0.86685
O 1.32847 2.45535 1.24296
Br -2.33863 1.46200 -1.05115
Br -4.71737 0.16006 0.60119
H -2.24774 -1.29033 1.79471
H -0.94193 -2.51587 -1.56713
H -0.73522 -0.76837 -1.63222
H -2.04003 -1.53819 -2.54882
H -2.75111 -3.53684 -0.11373
H -3.85377 -2.78661 -1.26936
H -4.06968 -2.51819 0.45983
H 3.69287 2.09738 -1.82059
H 3.04408 3.10463 -0.52166
H 4.24875 1.87014 -0.16369
H 2.20076 0.62874 2.89233
H 3.53761 1.27670 1.94236
H 2.98636 -0.39159 1.67458
H 2.62623 0.08316 -0.76359
H 1.45407 1.30350 -1.27134
H 0.64847 2.78167 0.64263
*
```

Atom charges from the Mulliken analysis, given in e for atoms 1 to 2: atom 1 (C): -0.117, atom 2 (C): -0.607


So what do the calculations give for orbital gap? Going down the list: 8.83 8.64 9.47 3.73 5.58 8.36 eV.